[1]
Here is an isolated molecule of C8H5NOS in a non-equilibrium geometry from the Open Molecules 2025 dataset. Energies are from the ωB97M-V functional and the def2-TZVPD basis.

Last column: Mulliken charge in e.
Positions of all 16 atoms, in Å:
C 2.319 0.753 2.181  0.385
C -0.974 -1.973 -0.436  -0.806
C -2.119 -1.195 -0.489  -0.189
C 0.129 -1.106 -0.127  0.473
C -0.185 0.277 -0.119  0.334
C 1.418 -1.525 0.171  0.270
C 0.805 1.427 0.226  -0.374
C 2.125 0.829 0.815  -0.840
N 2.397 0.487 3.309  -0.521
O 2.092 -2.490 0.293  -0.394
S -1.823 0.515 -0.297  -0.152
H -1.016 -3.062 -0.214  0.331
H -3.136 -1.657 -0.404  0.369
H 1.111 1.834 -0.804  0.250
H 0.199 2.120 0.710  0.579
H 3.105 0.975 0.172  0.284

Its charge is 0. The calculation puts the HOMO energy (spin up / spin down) at -7.93 / -7.94 eV. The value obtained for the HOMO-LUMO gap (spin up / spin down) is 7.324 / 7.327 eV. The relative energy (zero: lowest compared OMol25 entry of this formula, charge and spin) comes out at 214.7 kJ/mol. Its spin multiplicity is 1.

***

[2]
Here is an isolated molecule of C8H6 in a non-equilibrium geometry from the Open Molecules 2025 dataset. Energies are from the ωB97M-V functional and the def2-TZVPD basis.

Last column: Mulliken charge in e.
Positions of all 14 atoms, in Å:
C 1.100 -1.878 -0.216  -0.702
C 0.270 -1.035 -0.859  -0.104
C -0.021 0.298 -0.478  0.464
C -0.358 0.775 0.771  -0.567
C -0.184 -0.033 1.935  -0.679
C -0.153 -0.659 3.004  0.190
C -0.263 1.182 -1.574  -1.047
C -0.540 1.842 -2.525  0.446
H 1.558 -1.624 0.769  0.240
H 1.267 -2.864 -0.620  0.278
H -0.090 -1.327 -1.884  0.265
H -0.720 1.761 0.928  0.417
H -0.170 -1.304 3.880  0.404
H -0.958 2.405 -3.422  0.393

Its charge is 0. The calculation puts the HOMO energy at -8.45 eV. The value obtained for the HOMO-LUMO gap is 8.263 eV. The relative energy (zero: lowest compared OMol25 entry of this formula, charge and spin) comes out at 132.2 kJ/mol. Its SMILES is C#C/C=C(/C#C)C=C. Its spin multiplicity is 1.